No. 1
Formula: C18H16AuN5S3
Source: the OMol25 dataset
Level of theory: the ωB97M-V functional and the def2-TZVPD basis

Output
spin multiplicity	1
HOMO level	-7.79	eV
relative energy (zero: lowest compared OMol25 entry of this formula, charge and spin)	3.1	kcal/mol
total energy	-62573.0494	eV
lowest unoccupied orbital energy	-0.321	eV

Last column: Löwdin charge in e.
Element x y z (Å)
Au  0.08980  0.03494  -1.53315  0.498
C  3.12432  4.34397  -1.76578  -0.470
S  3.96011  2.86541  -1.17206  0.824
C  2.71482  1.61578  -1.23882  -1.097
S  1.12204  2.08390  -1.83176  0.448
N  3.17485  0.49399  -0.77561  -0.098
N  2.33050  -0.57443  -0.92855  -0.098
C  2.17516  -1.39109  0.02716  -0.142
C  1.08377  -2.39832  -0.11808  -0.261
C  1.19220  -3.64849  0.46586  -0.017
C  0.14997  -4.55248  0.34701  -0.052
C  -0.98235  -4.18121  -0.35511  -0.054
C  -1.02892  -2.91072  -0.90423  -0.118
N  -0.03360  -2.03372  -0.78528  -0.022
H  3.85963  5.14072  -1.65256  0.029
H  2.24850  4.57597  -1.16449  0.015
H  2.84298  4.25997  -2.81189  0.024
H  2.72386  -1.32690  0.96575  0.125
H  2.09708  -3.90364  1.00086  0.118
H  0.22423  -5.53499  0.79434  0.112
H  -1.82311  -4.85014  -0.47004  0.107
H  -1.89900  -2.56727  -1.44704  0.112
S  0.52414  2.40764  5.78298  1.020
C  0.38291  1.44279  4.30129  -0.531
C  0.90168  1.93080  3.11313  -0.068
C  0.84516  1.12554  1.98198  -0.131
N  0.30520  -0.08991  1.97182  0.062
C  -0.19065  -0.54724  3.12334  -0.132
C  -0.16535  0.16284  4.30865  -0.082
C  -1.07281  2.21218  6.52203  -0.533
C  -2.25150  2.20821  5.78163  -0.081
C  -3.45442  2.11947  6.45897  -0.141
N  -3.56278  2.05354  7.78706  0.057
C  -2.42895  2.07711  8.48011  -0.148
C  -1.16866  2.15106  7.90459  -0.093
H  1.33161  2.92185  3.05750  0.109
H  1.23541  1.48964  1.03669  0.063
H  -0.62599  -1.54100  3.09604  0.107
H  -0.56903  -0.26465  5.21658  0.113
H  -2.23394  2.27578  4.70272  0.112
H  -4.38632  2.10878  5.90448  0.107
H  -2.52589  2.02723  9.55918  0.106
H  -0.28023  2.14607  8.52235  0.102

Forces on atoms 1 to 3 (eV/Å):
-0.044 -0.015 -0.013
0.031 0.083 0.026
-0.034 0.050 0.011


No. 2
Formula: C18H16BrHgN5OS2
Source: the OMol25 dataset
Level of theory: the ωB97M-V functional and the def2-TZVPD basis

Output
spin multiplicity	2
HOMO level (spin up / spin down)	-2.50 / -4.55	eV
expectation value of S²	0.790
net charge	-1
total energy	-124305.9002	eV
lowest unoccupied orbital energy (spin up / spin down)	2.496 / 2.496	eV

Last column: Löwdin charge in e.
Element x y z (Å)
Hg  -13.12776  1.57721  5.23894  0.684
N  -13.52578  2.31820  9.51826  0.043
C  -13.76028  1.81010  8.36301  -0.905
S  -13.61811  3.06808  7.04483  0.398
N  -14.11054  0.59401  8.23062  -0.031
N  -14.31816  0.13884  6.94373  -0.075
C  -15.00893  -0.98686  6.86126  -0.083
C  -15.19041  -1.58615  5.50293  -0.131
C  -15.50832  -2.94764  5.46043  -0.098
C  -15.46304  -3.54273  4.28998  -0.189
C  -15.42018  -3.01317  3.00757  -0.104
C  -15.35190  -1.59451  2.96361  -0.054
C  -15.05261  -0.83479  4.15830  -0.438
O  -14.88653  0.47351  4.18131  -0.282
H  -13.37592  3.26503  9.78770  0.079
H  -13.89613  1.70970  10.25668  0.113
H  -15.35049  -1.25354  7.72537  0.049
H  -15.79182  -3.45910  6.35813  0.113
H  -15.57645  -4.61390  4.22678  0.092
H  -15.18097  -3.38107  2.01150  0.101
H  -15.11164  -0.80852  2.02619  0.167
Br  -21.94434  -2.36563  6.09540  0.671
C  -20.27607  -1.46263  6.37538  -0.792
C  -19.63216  -1.19226  5.23855  -0.130
C  -18.40718  -0.50348  5.38635  -0.023
C  -17.95319  -0.13171  6.62933  -0.074
C  -18.77177  -0.49100  7.69685  -0.116
N  -19.99074  -1.12116  7.60724  0.046
H  -20.02438  -1.38677  4.27545  0.085
H  -17.55779  -0.29856  4.74720  0.103
H  -17.08589  0.43712  7.05149  0.123
H  -18.55450  -0.26126  8.73525  0.102
S  -10.97783  1.03433  4.27622  0.501
C  -10.83804  -0.61007  4.10910  -0.774
N  -12.06975  -1.51276  3.73557  0.041
C  -11.88290  -2.86661  3.71494  -0.135
C  -10.69435  -3.55799  3.92917  -0.079
C  -9.62047  -2.75235  3.95877  -0.151
C  -9.63274  -1.30724  4.14089  -0.157
H  -13.01548  -1.35930  4.35129  0.136
H  -12.63615  -3.28114  3.43194  -0.002
H  -10.82308  -4.47155  3.90217  0.014
H  -8.68566  -3.09834  4.12955  0.040
H  -8.64031  -0.92264  3.67783  0.124

Forces on atoms 1 to 3 (eV/Å):
0.065 -0.834 -0.047
-0.071 -0.440 5.270
-0.291 1.179 -5.324


No. 3
Formula: C18H16Cl2N4OS2
Source: the OMol25 dataset
Level of theory: the ωB97M-V functional and the def2-TZVPD basis

Output
spin multiplicity	1
HOMO level	-8.65	eV
total energy	-73649.2316	eV
lowest unoccupied orbital energy	0.321	eV

Last column: Löwdin charge in e.
Element x y z (Å)
C  -0.22226  -0.20995  -1.23567  0.015
C  -0.27280  0.88608  -1.96688  -0.129
C  0.11246  2.26442  -1.50869  -0.144
N  0.70887  2.27349  -0.20124  -0.007
C  1.99795  1.94038  0.10126  -0.633
N  2.18941  1.95789  1.39347  0.020
N  1.02371  2.28645  1.96589  0.072
C  0.13929  2.47906  1.02621  -0.291
C  -1.30318  2.75745  1.26650  -0.084
N  -2.06623  1.53399  1.11974  0.095
C  -2.74278  1.25174  -0.02480  -0.547
O  -2.94095  2.08975  -0.88783  0.024
C  -3.22169  -0.12742  -0.14809  -0.459
C  -3.00811  -1.23867  0.62620  -0.126
C  -3.60138  -2.39509  0.09067  -0.185
C  -4.25178  -2.14921  -1.08029  -0.398
S  -4.15430  -0.50730  -1.55464  1.088
H  -4.78646  -2.84693  -1.69387  0.063
H  -3.54192  -3.36411  0.55260  0.099
H  -2.44462  -1.24765  1.54267  0.107
H  -1.85515  0.79429  1.76914  0.132
H  -1.70074  3.47317  0.54236  0.127
H  -1.41843  3.14626  2.28025  0.129
S  3.16848  1.49638  -1.10453  0.973
C  4.06591  0.23017  -0.11518  -0.403
C  3.12692  -0.87607  0.22106  -0.329
C  2.56926  -0.96262  1.49331  -0.042
C  1.60888  -1.91032  1.79636  -0.097
C  1.20113  -2.79965  0.81459  -0.683
C  1.75814  -2.76135  -0.45322  -0.148
C  2.70845  -1.79549  -0.74164  -0.623
Cl  3.35759  -1.73602  -2.33922  0.725
H  1.44730  -3.46081  -1.21231  0.107
Cl  -0.02600  -3.96203  1.16108  0.686
H  1.17661  -1.95276  2.78328  0.107
H  2.87506  -0.25307  2.24634  0.110
H  4.44176  0.72873  0.77494  0.081
H  4.88169  -0.09450  -0.75890  0.066
H  -0.79011  2.88512  -1.49773  0.121
H  0.82561  2.69825  -2.21802  0.120
H  -0.63847  0.85873  -2.98265  0.113
H  -0.52805  -1.16408  -1.62613  0.077
H  0.13093  -0.21670  -0.21639  0.069

Forces on atoms 1 to 3 (eV/Å):
0.098 -0.045 -0.050
0.042 0.157 -0.002
-0.225 -0.111 -0.450


No. 4
Formula: C18H16F3N5O5S4Sr
Source: the OMol25 dataset
Level of theory: the ωB97M-V functional and the def2-TZVPD basis

Output
spin multiplicity	1
HOMO level	-0.56	eV
relative energy (zero: lowest compared OMol25 entry of this formula, charge and spin)	18.4	kcal/mol
net charge	-2
total energy	-88948.4859	eV
lowest unoccupied orbital energy	4.146	eV

Last column: Löwdin charge in e.
Element x y z (Å)
Sr  0.28048  -0.48714  -1.03562  1.297
S  1.25534  -1.63865  -6.02337  0.212
C  1.07969  -1.16561  -4.39596  -1.879
S  1.66793  -2.16398  -3.08115  0.235
S  0.29164  0.35562  -3.97476  0.245
N  0.04304  3.43879  0.98330  0.012
C  -0.37165  2.94139  2.29030  -0.294
C  0.71498  2.08412  2.91689  -0.302
N  0.93236  0.87426  2.14271  0.017
H  0.70057  4.20262  1.05543  0.061
H  -0.72546  3.71872  0.39379  0.034
H  -1.26200  2.32023  2.15083  0.110
H  -0.63631  3.73827  2.99666  0.092
H  0.43830  1.89555  3.96369  0.097
H  1.64384  2.66635  2.93160  0.104
H  0.07729  0.33177  2.05240  0.051
H  1.64172  0.27631  2.54046  0.065
N  -0.89832  5.76088  -5.42893  0.132
C  -1.21828  5.02001  -4.61189  -0.176
C  -1.65448  4.14466  -3.52758  -0.205
C  -2.91514  4.31805  -2.98264  -0.040
C  -3.28282  3.54262  -1.89962  -0.052
C  -2.35735  2.63199  -1.40790  -0.134
N  -1.15653  2.45160  -1.94401  0.072
C  -0.80355  3.18126  -3.00102  -0.132
H  -3.59382  5.04441  -3.41050  0.113
H  -4.25737  3.64009  -1.44097  0.101
H  -2.58754  2.00141  -0.55107  0.102
H  0.16736  2.97228  -3.43730  0.070
O  -0.64515  -4.13078  0.75280  -0.282
S  0.13330  -3.26634  1.58987  0.614
O  -0.38450  -2.97106  2.90242  -0.312
N  0.56693  -1.90686  0.82107  -0.224
C  1.92512  -1.78067  0.68931  -0.583
O  2.48029  -0.83951  0.11876  -0.086
C  2.66709  -2.93915  1.29953  -0.122
C  4.03242  -3.11295  1.41180  -0.001
C  4.49117  -4.26802  2.03600  -0.082
C  3.59323  -5.22206  2.51965  -0.090
C  2.22004  -5.03758  2.40450  -0.041
C  1.78522  -3.87941  1.78782  -0.205
H  4.70464  -2.36337  1.01230  0.121
H  5.55621  -4.43520  2.14578  0.094
H  3.97249  -6.11785  2.99758  0.094
H  1.51931  -5.77404  2.77696  0.116
F  -4.56725  -0.66598  -0.00471  0.108
C  -3.66246  -1.68040  -0.08231  -0.530
F  -3.63898  -2.28141  1.12228  0.137
F  -4.12847  -2.56007  -0.97474  0.147
C  -2.26900  -1.11013  -0.45265  -0.622
O  -1.70042  -1.55568  -1.46744  -0.138
O  -1.86514  -0.19941  0.32961  -0.121

Forces on atoms 1 to 3 (eV/Å):
1.132 2.346 -2.245
-0.046 0.185 0.567
0.064 -0.054 -0.023


No. 5
Formula: C18H16FNO4S
Source: the OMol25 dataset
Level of theory: the ωB97M-V functional and the def2-TZVPD basis

Output
spin multiplicity	1
HOMO level	-8.44	eV
relative energy (zero: lowest compared OMol25 entry of this formula, charge and spin)	0.0	kcal/mol
total energy	-42158.3680	eV
lowest unoccupied orbital energy	0.542	eV

Last column: Löwdin charge in e.
Element x y z (Å)
C  3.24384  -2.09840  -5.11688  -0.005
C  2.60386  -1.27820  -4.02270  -0.391
O  3.00429  -0.16392  -3.75614  0.086
C  1.48334  -1.87727  -3.29737  -0.044
C  0.90977  -3.12722  -3.37913  -0.216
O  -0.10960  -3.26525  -2.50530  0.109
C  -0.23087  -2.09355  -1.82606  -0.199
C  -1.14145  -1.76980  -0.83544  0.026
C  -1.06353  -0.50402  -0.29054  -0.015
C  -0.10837  0.42310  -0.73099  -0.265
C  0.80104  0.09238  -1.72664  0.057
C  0.73795  -1.18124  -2.27362  -0.090
H  1.53975  0.79589  -2.07446  0.114
N  -0.04057  1.67760  -0.13662  -0.061
S  -1.21094  2.39730  0.81836  0.677
O  -0.77848  3.75834  0.93745  -0.284
O  -2.52322  2.13719  0.30961  -0.274
C  -1.03400  1.55464  2.39059  -0.238
C  -2.16301  0.94463  2.90544  -0.055
C  -2.10637  0.28139  4.11750  0.010
C  -0.89307  0.25806  4.78432  -0.258
C  0.23848  0.87495  4.28262  0.046
C  0.18220  1.54308  3.06396  -0.232
C  1.39023  2.21582  2.50433  -0.037
H  2.12838  2.38788  3.28346  0.086
H  1.10961  3.16272  2.05027  0.068
H  1.84041  1.58995  1.73431  0.089
H  1.15723  0.83406  4.84697  0.129
F  -0.80947  -0.38270  5.96412  0.071
H  -2.97007  -0.20232  4.54343  0.121
H  -3.08011  1.00532  2.34072  0.116
H  0.59347  2.33574  -0.56028  0.128
H  -1.76342  -0.20520  0.47011  0.086
H  -1.88275  -2.47857  -0.50480  0.121
C  1.19076  -4.32377  -4.21384  0.006
H  2.20634  -4.68218  -4.05671  0.088
H  1.06711  -4.10183  -5.27210  0.088
H  0.49277  -5.10958  -3.93542  0.091
H  3.66993  -3.00873  -4.70333  0.082
H  4.03315  -1.51225  -5.58092  0.086
H  2.50583  -2.36843  -5.86741  0.083

Forces on atoms 1 to 3 (eV/Å):
0.179 0.313 0.000
0.168 -0.392 -0.352
-0.057 0.046 0.054


No. 6
Formula: C18H16N2O2S2
Source: the OMol25 dataset
Level of theory: the ωB97M-V functional and the def2-TZVPD basis

Output
spin multiplicity	1
HOMO level	-6.73	eV
relative energy (zero: lowest compared OMol25 entry of this formula, charge and spin)	67.6	kcal/mol
total energy	-47665.8740	eV
lowest unoccupied orbital energy	-2.043	eV

Last column: Löwdin charge in e.
Element x y z (Å)
C  -0.87968  3.05853  2.63891  -0.198
C  0.38146  3.37928  3.12826  -0.361
N  1.44490  3.74733  3.47257  0.154
C  -1.18320  1.70375  2.31239  -0.229
C  -2.34805  1.31856  1.56708  -0.036
C  -2.62366  -0.00946  1.28615  -0.003
C  -1.76705  -1.02128  1.78148  -0.180
N  -2.17153  -2.38503  1.68910  -0.339
O  -1.45654  -3.27406  2.20435  0.030
O  -3.24883  -2.65842  1.11325  0.026
C  -0.59996  -0.67694  2.49004  0.001
C  -0.31414  0.65256  2.74641  -0.026
H  -1.45341  3.85143  2.15376  0.082
H  -3.01856  2.09747  1.18986  0.106
H  -3.50051  -0.31240  0.71822  0.115
H  0.05343  -1.47843  2.84418  0.120
H  0.61043  0.90896  3.27417  0.110
C  0.26766  8.08447  3.30780  -0.058
C  -0.99853  7.82033  2.77717  -0.062
C  -1.73047  6.71989  3.22883  -0.053
C  -1.19388  5.85901  4.20594  -0.315
C  -1.88006  4.60025  4.54619  -0.777
S  -1.11339  3.62383  5.70196  1.037
C  -2.37086  2.43179  6.27202  -0.408
C  -3.77730  2.98619  6.28423  -0.293
C  -4.32127  3.15497  4.88741  -0.412
S  -3.38974  4.31747  3.81533  1.009
C  0.06667  6.16167  4.75818  -0.070
C  0.80611  7.24723  4.29209  -0.053
H  0.86396  8.90238  2.90889  0.109
H  -1.40107  8.42804  1.96565  0.110
H  -2.70562  6.50295  2.78381  0.081
H  -2.24191  1.54050  5.64624  0.092
H  -2.02482  2.21020  7.28959  0.086
H  -4.41529  2.27807  6.81629  0.123
H  -3.80679  3.93640  6.82074  0.120
H  -4.34709  2.21776  4.31705  0.085
H  -5.32839  3.59151  4.91258  0.084
H  0.50495  5.50512  5.51971  0.080
H  1.82545  7.39264  4.65273  0.115

Forces on atoms 1 to 3 (eV/Å):
-0.216 0.084 -0.953
2.089 1.023 -0.315
-1.707 -0.708 -0.082


Repeat the fifth record exactly.
Formula: C18H16FNO4S
Source: the OMol25 dataset
Level of theory: the ωB97M-V functional and the def2-TZVPD basis

Output
spin multiplicity	1
HOMO level	-8.44	eV
relative energy (zero: lowest compared OMol25 entry of this formula, charge and spin)	0.0	kcal/mol
total energy	-42158.3680	eV
lowest unoccupied orbital energy	0.542	eV

Last column: Löwdin charge in e.
Element x y z (Å)
C  3.24384  -2.09840  -5.11688  -0.005
C  2.60386  -1.27820  -4.02270  -0.391
O  3.00429  -0.16392  -3.75614  0.086
C  1.48334  -1.87727  -3.29737  -0.044
C  0.90977  -3.12722  -3.37913  -0.216
O  -0.10960  -3.26525  -2.50530  0.109
C  -0.23087  -2.09355  -1.82606  -0.199
C  -1.14145  -1.76980  -0.83544  0.026
C  -1.06353  -0.50402  -0.29054  -0.015
C  -0.10837  0.42310  -0.73099  -0.265
C  0.80104  0.09238  -1.72664  0.057
C  0.73795  -1.18124  -2.27362  -0.090
H  1.53975  0.79589  -2.07446  0.114
N  -0.04057  1.67760  -0.13662  -0.061
S  -1.21094  2.39730  0.81836  0.677
O  -0.77848  3.75834  0.93745  -0.284
O  -2.52322  2.13719  0.30961  -0.274
C  -1.03400  1.55464  2.39059  -0.238
C  -2.16301  0.94463  2.90544  -0.055
C  -2.10637  0.28139  4.11750  0.010
C  -0.89307  0.25806  4.78432  -0.258
C  0.23848  0.87495  4.28262  0.046
C  0.18220  1.54308  3.06396  -0.232
C  1.39023  2.21582  2.50433  -0.037
H  2.12838  2.38788  3.28346  0.086
H  1.10961  3.16272  2.05027  0.068
H  1.84041  1.58995  1.73431  0.089
H  1.15723  0.83406  4.84697  0.129
F  -0.80947  -0.38270  5.96412  0.071
H  -2.97007  -0.20232  4.54343  0.121
H  -3.08011  1.00532  2.34072  0.116
H  0.59347  2.33574  -0.56028  0.128
H  -1.76342  -0.20520  0.47011  0.086
H  -1.88275  -2.47857  -0.50480  0.121
C  1.19076  -4.32377  -4.21384  0.006
H  2.20634  -4.68218  -4.05671  0.088
H  1.06711  -4.10183  -5.27210  0.088
H  0.49277  -5.10958  -3.93542  0.091
H  3.66993  -3.00873  -4.70333  0.082
H  4.03315  -1.51225  -5.58092  0.086
H  2.50583  -2.36843  -5.86741  0.083

Forces on atoms 1 to 3 (eV/Å):
0.179 0.313 0.000
0.168 -0.392 -0.352
-0.057 0.046 0.054